# C37H36GeN5OPdS

C37H36GeN5OPdS as an isolated structure at a distorted geometry (the ωB97M-V functional and the def2-TZVPD basis, the Open Molecules 2025 dataset).

Structure (XYZ):
```
82
Properties=species:S:1:pos:R:3:forces:R:3:mulliken_charge:R:1
Pd -0.36081 0.30136 -0.43929 2.5 1.1 -3.4 -0.478
C 0.48531 3.73203 -3.44324 -0.2 0.0 0.2 -1.765
C -0.08092 2.51996 -2.76168 0.6 0.8 1.0 0.275
N 0.04723 2.34523 -1.48494 -0.7 -1.7 -0.2 1.572
N 0.65709 3.16928 -0.69433 1.1 1.3 -0.5 -0.990
C 0.72824 2.88055 0.60796 -1.1 -0.7 -0.4 -0.179
O 0.07630 1.94689 1.13775 0.1 0.5 0.7 -0.299
C 1.64262 3.75726 1.35800 0.3 0.2 0.3 0.371
C 2.35977 4.74435 0.68181 0.0 -0.1 0.1 -0.089
C 3.25511 5.54059 1.36438 0.1 0.0 0.1 -0.816
C 3.44633 5.36249 2.72692 0.0 0.0 0.1 -0.332
C 2.73876 4.38316 3.40695 0.0 0.0 0.1 -0.835
C 1.84288 3.58073 2.72416 -0.2 -0.1 -0.2 -0.325
C -0.79246 1.50058 -3.50885 -0.3 -0.9 -0.3 0.830
C -1.17015 1.69409 -4.84497 0.1 0.1 0.3 -1.056
C -1.89293 0.71170 -5.49127 0.0 -0.3 0.2 -0.552
C -2.21122 -0.45248 -4.80532 0.0 0.1 0.0 -0.972
C -1.76826 -0.59029 -3.50014 -0.2 -0.1 -0.3 -0.209
N -1.08374 0.34931 -2.87025 0.2 0.4 -0.6 0.645
H 1.05251 4.31796 -2.72374 -0.1 -0.1 0.0 0.247
H -0.32272 4.35242 -3.83106 0.0 0.1 -0.1 0.355
H 1.13870 3.44468 -4.26557 0.0 0.0 -0.1 0.402
H 2.21078 4.86307 -0.37885 0.0 0.0 0.0 0.405
H 3.81617 6.29468 0.83568 0.1 0.1 -0.1 0.421
H 4.15412 5.97867 3.26010 0.1 0.1 0.0 0.399
H 2.89073 4.23950 4.46884 0.0 0.0 0.0 0.413
H 1.29779 2.79782 3.22820 -0.1 0.0 0.0 0.646
H -0.91534 2.60685 -5.35951 0.0 0.1 0.0 0.486
H -2.20248 0.84128 -6.51715 0.0 0.1 -0.1 0.432
H -2.77642 -1.24516 -5.26626 -0.1 -0.1 -0.1 0.485
H -1.97610 -1.49728 -2.94675 0.0 0.0 0.0 0.234
C 1.28553 -0.35230 -1.69453 -2.1 1.9 3.1 -0.789
Ge 1.52171 -1.72543 -0.43782 0.0 -2.7 1.8 2.826
C 3.30894 -2.58799 -0.23070 -0.8 0.6 -0.3 0.083
C 3.92721 -3.13227 -1.34607 -0.1 0.0 -0.2 -0.547
C 5.14861 -3.77187 -1.22523 0.1 -0.1 -0.2 -0.695
C 5.77779 -3.84279 0.00679 0.0 0.0 0.0 -0.498
C 5.16608 -3.29266 1.12010 0.1 -0.1 0.1 -0.643
C 3.93021 -2.67949 1.00374 -0.2 0.1 0.3 -0.185
C 0.09809 -3.08736 -0.72367 0.5 0.5 -0.2 -0.251
C 0.39083 -4.44169 -0.75967 0.3 0.1 0.0 -0.483
C -0.62124 -5.37443 -0.90976 0.0 -0.1 0.0 -0.761
C -1.93639 -4.96137 -1.03438 0.0 -0.1 0.0 -0.731
C -2.23639 -3.61040 -1.01549 -0.1 0.1 0.1 -0.592
C -1.22412 -2.68192 -0.85240 0.1 0.3 0.0 0.464
C 0.99279 -0.89320 1.33187 -0.1 -0.5 -0.7 -1.511
C 1.96096 -0.17766 2.03151 0.1 0.2 0.1 -0.430
C 1.71301 0.28227 3.31348 0.3 0.0 -0.2 -1.200
C 0.46926 0.08832 3.89235 -0.3 -0.2 0.0 -0.477
C -0.51416 -0.59709 3.19627 0.0 0.3 0.2 -0.711
C -0.26091 -1.08911 1.92317 -0.1 -0.7 -0.2 1.106
H 1.91319 0.21216 -2.36611 -0.5 0.1 -0.8 0.480
H 3.43600 -3.06152 -2.30771 0.1 -0.1 -0.2 0.369
H 5.60956 -4.21545 -2.09492 0.1 0.0 -0.1 0.413
H 6.73920 -4.32711 0.09826 0.0 0.0 0.0 0.401
H 5.64980 -3.34289 2.08383 0.0 0.0 0.1 0.417
H 3.44436 -2.28210 1.88455 0.1 0.0 0.1 0.395
H 1.41973 -4.75708 -0.65506 0.1 -0.2 0.0 0.476
H -0.37960 -6.42490 -0.92066 0.0 -0.2 0.0 0.424
H -2.72595 -5.69049 -1.13189 -0.1 -0.1 -0.1 0.408
H -3.25856 -3.27757 -1.12228 -0.1 0.0 0.0 0.514
H -1.46415 -1.61006 -0.81694 -0.1 -0.5 -0.1 0.111
H 2.92515 -0.00795 1.56611 0.1 0.1 0.1 0.679
H 2.49570 0.80075 3.84937 0.0 0.0 0.1 0.464
H 0.26172 0.46421 4.88526 0.0 0.0 0.1 0.450
H -1.48028 -0.76927 3.65178 0.0 0.0 0.0 0.658
H -1.01571 -1.71647 1.44418 0.2 0.2 0.1 0.284
C -5.54830 -0.64173 0.04511 -0.2 -0.1 -0.3 -0.894
N -4.77378 -0.03363 1.08357 0.4 0.2 0.3 0.061
C -5.27020 0.06852 2.44102 -0.3 0.0 0.3 -0.666
C -4.15233 0.83654 3.16880 0.0 0.1 0.4 -0.566
N -3.17988 1.06565 2.11487 -0.1 -0.2 -0.1 0.079
C -3.59335 0.56884 0.94562 0.0 0.1 0.3 0.585
S -2.81428 0.72810 -0.53393 0.5 0.0 -0.2 -0.516
H -5.95828 -1.58466 0.40454 0.0 0.0 0.0 0.333
H -4.90911 -0.82152 -0.81624 0.0 0.0 0.0 0.253
H -6.36857 0.01088 -0.25709 -0.1 0.0 0.0 0.302
H -5.43961 -0.92985 2.85256 0.0 0.1 0.0 0.363
H -6.22471 0.60098 2.44773 0.1 0.0 0.1 0.359
H -3.71450 0.26156 3.98813 -0.1 0.0 0.0 0.290
H -4.50729 1.78839 3.56701 0.0 -0.1 0.0 0.342
H -2.30067 1.54488 2.24339 0.0 0.0 -0.3 0.040
```
Forces are in eV/Å.

Output
Gap between HOMO and LUMO (alpha / beta) in eV: 4.84 / 4.93
Strongest force on any atom in eV Å⁻¹: 4.4
HOMO (alpha / beta) in eV: -10.00 / -9.99
Total charge: +1

# C37H36N5O7SW

C37H36N5O7SW as an isolated structure (the ωB97M-V functional and the def2-TZVPD basis, the Open Molecules 2025 dataset).

Structure (XYZ):
```
87
Properties=species:S:1:pos:R:3:forces:R:3:lowdin_spin:R:1
W -0.54412 0.90797 -0.03761 0.0 0.0 0.2 1.530
C 4.44820 -3.80934 -1.99745 0.0 0.0 0.0 0.000
C 3.94608 -3.11983 -0.72107 0.0 0.0 0.0 0.000
C 4.96058 -3.33304 0.41197 0.0 0.0 0.0 0.000
C 2.62334 -3.76547 -0.31499 -0.1 0.0 0.0 0.000
C 3.79447 -1.62279 -0.98489 0.0 0.0 0.0 0.003
C 4.93080 -0.88331 -1.36388 0.0 0.0 0.0 -0.003
C 4.87875 0.46893 -1.60701 0.0 0.0 0.0 0.003
C 3.65029 1.10703 -1.46929 0.0 -0.1 0.0 0.000
S 3.29457 2.79220 -1.67468 0.0 -0.1 -0.1 0.035
C 1.66364 2.47602 -1.29206 -0.1 -0.2 0.0 0.049
N 1.36133 1.21217 -1.02737 0.1 0.2 0.3 0.008
C 2.50493 0.39690 -1.11079 0.0 0.1 0.0 0.007
C 2.57895 -0.97250 -0.86059 0.0 0.0 0.0 -0.003
C 0.62314 3.46932 -1.16773 -0.1 0.1 0.0 0.021
C 0.76263 4.80821 -1.53070 -0.1 0.0 0.0 0.002
C -0.30843 5.66182 -1.34596 0.1 0.0 0.0 0.023
C -1.49394 5.18243 -0.79671 -0.1 0.0 0.0 0.000
C -1.62581 3.84699 -0.44455 0.2 0.1 0.0 0.024
C -0.56347 2.95420 -0.62934 -0.1 0.0 0.2 0.005
H 4.55953 -4.88068 -1.82060 0.0 0.0 0.0 0.000
H 5.41797 -3.42452 -2.31456 0.0 0.0 0.0 0.000
H 3.74427 -3.67190 -2.82041 0.0 0.0 0.0 0.000
H 5.06650 -4.39967 0.61806 0.0 0.0 0.0 0.000
H 4.63292 -2.84046 1.32934 0.0 0.0 0.0 0.000
H 5.94774 -2.94733 0.15608 0.0 0.0 0.0 0.000
H 2.77896 -4.82859 -0.12629 0.0 0.0 0.0 0.000
H 1.86975 -3.67965 -1.10058 0.0 0.0 0.0 0.000
H 2.21523 -3.32503 0.59781 0.0 0.0 0.0 0.000
H 5.87962 -1.39272 -1.46410 0.0 0.0 0.0 0.000
H 5.76712 1.01829 -1.88895 0.0 0.0 0.0 0.000
H 1.68527 -1.50369 -0.57540 0.0 0.0 0.0 0.000
H 1.68520 5.18592 -1.95519 0.0 -0.1 0.0 0.000
H -0.22116 6.70446 -1.62033 0.0 0.0 0.0 0.001
H -2.31775 5.86725 -0.63652 0.0 0.0 0.0 -0.001
H -2.55551 3.51427 0.00097 0.0 0.0 0.0 0.001
C -5.58272 1.88126 -2.17768 0.0 0.0 0.0 0.000
N -4.49095 1.82200 -1.21160 0.1 -0.1 0.0 0.005
C -4.88171 1.58611 0.17384 -0.1 0.0 0.0 0.001
C -3.21997 1.59015 -1.57893 0.0 0.1 0.0 0.012
O -2.46710 0.96414 -0.77175 -0.2 -0.1 0.1 0.040
N -2.77028 2.01051 -2.77410 0.0 0.0 0.0 0.008
C -3.21412 3.26552 -3.36833 0.0 0.0 -0.1 0.002
C -1.54297 1.45725 -3.32846 0.0 0.0 -0.1 0.010
H -6.34492 1.15986 -1.88193 0.0 0.0 0.0 0.000
H -5.22169 1.61391 -3.16608 0.0 0.0 0.0 0.000
H -6.03767 2.87170 -2.21548 0.0 0.0 0.0 0.000
H -5.68089 2.28014 0.43154 0.0 0.0 0.0 0.000
H -4.03863 1.75103 0.83679 0.0 0.0 0.0 0.000
H -5.24092 0.56467 0.31499 0.0 0.0 0.0 0.000
H -3.90055 3.77801 -2.70190 0.0 0.0 0.0 0.000
H -3.69663 3.10582 -4.33357 0.0 0.0 0.0 0.000
H -2.34125 3.90529 -3.51246 0.0 0.0 0.0 0.000
H -1.35666 0.46914 -2.92063 0.0 0.0 0.0 0.005
H -0.68925 2.10754 -3.11596 0.0 0.0 0.0 0.002
H -1.65815 1.36849 -4.40894 0.0 0.0 0.0 0.001
O -1.44122 1.26785 1.89706 0.3 0.0 -0.3 0.029
C -0.31870 1.02241 2.45521 0.0 0.1 0.4 0.020
O 0.68154 0.79881 1.69365 -0.3 0.1 -0.1 0.026
C -0.18361 0.98869 3.92344 -0.1 0.0 -0.3 0.000
C 1.04150 0.65336 4.48978 -0.1 0.0 0.1 0.002
C 1.12219 0.62340 5.86698 0.1 -0.1 0.0 0.000
C 0.05093 0.91352 6.69029 0.0 0.0 -0.1 0.002
C -1.14398 1.24100 6.07734 0.0 0.0 0.0 0.000
C -1.29430 1.28737 4.70647 0.2 -0.1 0.1 0.002
N -2.31415 1.55542 6.92757 0.0 0.0 0.0 0.000
O -2.15584 1.50720 8.12476 0.0 0.0 0.0 0.000
O -3.34413 1.84270 6.35623 0.0 0.0 0.0 0.000
N 2.41644 0.26448 6.49138 0.1 0.1 0.0 0.000
O 2.47580 0.30043 7.69790 0.0 -0.1 0.0 0.000
O 3.32517 -0.01902 5.74148 0.0 -0.1 0.0 0.000
H 1.90363 0.41891 3.88325 0.0 0.0 0.0 0.000
H 0.14443 0.88616 7.76589 0.0 0.0 0.0 0.000
H -2.24548 1.54725 4.26792 0.0 0.0 0.0 0.000
C -0.67041 -0.95912 -0.90229 0.5 0.0 -0.2 -0.007
C -0.74465 -2.15891 -1.10731 -0.2 0.1 0.0 0.079
C -0.85418 -3.56506 -1.34325 0.0 0.0 0.0 0.007
C -0.73272 -4.06663 -2.64130 0.0 0.0 0.0 0.016
C -0.82534 -5.42939 -2.86783 0.0 0.0 0.0 -0.002
C -1.03928 -6.30020 -1.80810 0.0 0.0 0.0 0.017
C -1.16134 -5.80499 -0.51711 0.0 0.0 0.0 -0.002
C -1.06986 -4.44404 -0.28030 0.0 0.0 0.0 0.016
H -0.55991 -3.38621 -3.46486 0.0 0.0 0.0 0.001
H -0.72798 -5.81061 -3.87571 0.0 0.0 0.0 -0.001
H -1.11137 -7.36443 -1.98902 0.0 0.0 0.0 0.001
H -1.32796 -6.48110 0.31099 0.0 0.0 0.0 0.000
H -1.15975 -4.05564 0.72551 0.0 0.0 0.0 0.001
```
Forces are in eV/Å.

Output
Multiplicity: 3
Gap between HOMO and LUMO (alpha / beta) in eV: 6.58 / 7.36
Strongest force on any atom in eV Å⁻¹: 0.5
HOMO (alpha / beta) in eV: -10.17 / -11.03
Total charge: +1